[1]
C6H13N | ωB97M-V with the def2-TZVPD basis set

Geometry as XYZ:
```
20
Properties=species:S:1:pos:R:3:forces:R:3
C -1.858 0.433 -0.633 1.8860 -1.2534 -2.2979
C -1.157 1.388 0.298 1.5757 0.8226 -0.1924
C -0.635 0.723 1.603 0.0065 0.2656 0.5598
C 0.602 -0.220 1.471 -2.8314 0.9745 -3.5721
N 2.268 -0.774 -1.834 -6.6066 -2.2242 0.2743
C 1.376 -1.147 -0.732 4.9091 1.7108 -0.5019
C 1.260 -0.076 0.222 0.2558 -2.6304 0.3176
H -1.234 -0.513 -0.786 -0.5903 1.0780 0.1048
H -2.801 0.040 -0.347 -0.9797 0.1167 0.7508
H -1.980 0.831 -1.682 0.1145 -0.1430 1.1704
H -0.264 1.920 -0.162 -1.2546 -0.6391 0.0827
H -1.835 2.195 0.558 -0.0759 0.0663 0.3344
H -1.490 0.113 1.936 0.5726 0.0944 0.6271
H -0.434 1.522 2.344 -0.0811 -0.4963 -0.0776
H -0.191 -2.238 1.218 0.1397 0.8825 0.2381
H 0.113 -1.314 1.634 0.7010 -1.3279 0.4971
H 2.164 -0.986 -2.818 -0.5688 -0.8502 0.4030
H 3.143 -0.532 -1.656 4.4027 2.1170 1.6198
H 1.364 -2.257 -0.503 -1.4671 1.3143 -0.4626
H 1.586 0.892 -0.132 -0.1081 0.1218 0.1245
```
Forces are in eV/Å.

Summary:
HOMO level (alpha / beta) = -13.788 / -14.457 eV
Maximum force = 7.0 eV/A
Charge = +1
<S²> = 0.83
LUMO (alpha / beta) = -6.89 / -7.02 eV
Multiplicity = 2

Mulliken population analysis, charges in e, atoms 1 to 2:
1. C -1.019
2. C -0.335



[2]
C7H8NO2S | ωB97M-V with the def2-TZVPD basis set

Geometry as XYZ:
```
19
Properties=species:S:1:pos:R:3:forces:R:3
C -1.414 0.293 0.783 1.8334 -0.4690 1.8733
C 1.099 -0.179 1.314 -2.8138 -0.3335 0.0587
C 0.913 2.080 0.516 -0.5988 1.5863 -1.2547
C -2.268 -0.547 -1.466 0.2729 1.5484 -1.6776
C -0.777 -0.923 -1.435 0.3094 0.8122 -0.4023
C -1.593 -0.839 -0.127 1.1268 0.8981 -2.4323
C 2.800 1.458 1.717 0.8526 1.8151 1.4993
N 1.518 1.163 1.271 -0.1164 -1.9928 -0.0439
O 1.737 -1.093 1.800 0.0169 1.2300 -0.3575
O 1.454 3.141 0.162 -0.6445 -0.9356 0.4572
S -0.743 1.759 0.076 -0.6223 0.9355 -0.9050
H -2.345 0.600 -1.663 -0.2972 -2.1781 0.3847
H -3.014 -1.163 -2.088 1.1587 0.7672 1.5008
H -0.516 -1.929 -1.791 -0.1053 0.4272 0.2097
H 0.026 -0.093 -1.683 -1.8545 -1.7740 0.7471
H -1.743 -1.760 0.358 -0.4653 -1.0309 0.4266
H 2.868 0.968 2.684 0.5334 0.3409 0.3319
H 3.546 1.062 1.089 1.1194 -0.5375 -0.8953
H 2.876 2.579 1.703 0.2947 -1.1096 0.4793
```
Forces are in eV/Å.

Summary:
HOMO level (alpha / beta) = -2.917 / -2.864 eV
Maximum force = 2.8 eV/A
Charge = -1
LUMO (alpha / beta) = 3.68 / 3.68 eV

Mulliken population analysis, charges in e, atoms 1 to 2:
1. C -0.594
2. C -0.137



[3]
C5H9O7 | ωB97M-V with the def2-TZVPD basis set

Geometry as XYZ:
```
21
Properties=species:S:1:pos:R:3:forces:R:3
H -1.913 -0.405 1.902 -0.4869 0.2708 0.1159
C -2.093 -0.015 0.876 0.2253 -0.2326 -0.8209
O -3.119 0.452 0.453 0.9681 -0.4003 0.4739
C -0.770 -0.269 0.049 -1.3382 0.7071 0.0578
C -1.045 -0.385 -1.438 0.0300 0.0083 0.3694
C 0.207 0.876 0.428 1.2736 -1.4067 0.1645
C 1.516 0.862 -0.409 -0.2960 0.7118 -0.6342
O 2.341 -0.290 -0.334 -0.6465 0.4481 1.5188
O 2.652 -0.383 1.106 0.0999 -0.1666 -0.9167
O -0.477 2.159 0.305 1.0692 0.4351 -0.0201
O 0.354 3.201 0.474 -0.9682 -1.3390 -0.0505
O -0.197 -1.448 0.603 -0.5019 -0.8635 -0.3370
O -1.107 -2.568 0.201 1.3676 0.3694 0.4788
H -1.451 0.567 -1.782 -0.0306 -0.1041 -0.1481
H -0.116 -0.624 -1.956 -0.1387 -0.0223 -0.1170
H -1.765 -1.190 -1.585 0.0478 0.2576 -0.2042
H 0.539 0.687 1.455 -0.3973 0.4404 0.1322
H 1.242 0.892 -1.471 0.2520 0.2725 0.1553
H 2.056 1.769 -0.101 0.0548 -0.3572 -0.3120
H 3.598 -0.578 1.049 -0.0090 0.0350 0.0341
H -0.451 -3.309 0.174 -0.5749 0.9362 0.0600
```
Forces are in eV/Å.

Summary:
HOMO level (alpha / beta) = -9.695 / -9.689 eV
Maximum force = 1.9 eV/A
<S²> = 0.75
LUMO (alpha / beta) = 0.51 / -1.25 eV
Multiplicity = 2

Mulliken population analysis, charges in e, atoms 1 to 2:
1. H 0.341
2. C -0.232



[4]
C31H64BCl14N2O4S3 | ωB97M-V with the def2-TZVPD basis set

Geometry as XYZ:
```
119
Properties=species:S:1:pos:R:3:forces:R:3
C 4.376 -3.007 -0.401 -0.3213 -0.0064 0.3952
C 5.276 -1.726 0.190 -0.9314 -2.5545 0.3421
N 4.659 -0.483 -0.409 0.4389 2.8167 2.8005
C 5.674 0.435 -1.050 1.0444 1.2268 -1.7902
C 6.496 -0.270 -2.325 0.3030 0.9912 0.5490
C 3.728 0.230 0.544 -1.2313 -1.8199 0.1126
S 2.534 -0.662 1.432 2.5186 1.5622 -1.5994
S 3.701 2.103 0.854 -0.4119 -0.9770 -1.2927
C 2.006 2.609 0.132 -1.5940 -1.7347 -0.6065
C 1.973 2.377 -1.502 0.7896 1.6804 -0.0773
C 0.474 2.422 -2.165 1.6494 1.4246 -0.0787
B -0.286 0.968 -2.278 -1.1142 0.6637 0.2818
C 0.309 -0.211 -1.298 0.0482 -1.6833 1.1747
C -0.427 -1.680 -1.493 0.1516 -0.3313 0.5914
C 0.322 -2.882 -0.610 -1.2249 -0.0424 -0.7256
C -0.792 -4.129 -0.576 0.5527 1.9764 -0.1599
S -0.137 -5.432 0.642 1.3906 -4.6196 -1.8347
O -1.068 -6.674 0.693 2.4268 4.5845 0.4320
O 1.282 -5.834 0.172 -4.3602 1.9814 2.1403
O -0.083 -4.617 2.175 0.8010 -1.6370 -1.7469
C -1.865 1.230 -1.780 -0.7706 -1.0097 -1.0271
O -1.961 1.804 -0.429 -0.8188 -2.0002 0.6258
C -2.604 0.874 0.519 -0.4018 1.2709 0.9136
C -0.388 0.557 -3.872 0.1026 -0.8278 -1.2985
C 0.866 -0.334 -4.437 -2.1336 -2.5582 -3.0588
C 2.456 -0.118 -4.101 -0.3242 -0.5195 -0.7982
N 0.552 -1.358 -5.329 1.5906 3.5239 3.2346
H 4.971 -4.015 -0.407 -0.9734 1.9328 -0.0374
H 3.419 -3.163 0.277 2.0630 0.4292 -1.4129
H 3.979 -2.761 -1.481 0.9964 -0.4514 2.0891
H 5.195 -1.785 1.375 0.0204 0.5203 -2.5249
H 6.404 -1.899 -0.065 -2.2094 0.7961 0.1163
H 6.471 0.885 -0.294 -1.5937 -1.1103 -1.3281
H 5.143 1.386 -1.541 0.8376 -2.2526 1.3503
H 5.767 -0.587 -3.186 1.3911 0.3587 1.8478
H 7.210 -1.129 -1.952 -1.6265 1.5397 -0.9561
H 7.216 0.574 -2.765 -1.6982 -1.8382 1.0042
H 1.242 1.838 0.628 1.5575 1.7905 -1.0171
H 1.702 3.686 0.475 1.0471 -2.0425 -0.6497
H 2.600 1.418 -1.753 -1.4279 1.6875 0.5351
H 2.574 3.288 -1.985 -0.9101 -1.8572 1.1186
H -0.130 3.251 -1.598 1.0494 -1.4596 -0.8773
H 0.607 2.824 -3.279 -0.0879 -0.5246 2.2925
H 0.070 0.125 -0.178 0.7618 -0.8226 -2.1105
H 1.461 -0.406 -1.396 -2.0341 0.3162 0.3645
H -0.482 -2.013 -2.623 0.2387 0.6605 2.1870
H -1.536 -1.649 -1.098 2.0544 0.1236 -0.8135
H 1.282 -3.258 -1.184 -1.8905 0.7771 1.5113
H 0.531 -2.530 0.491 -0.2244 -0.6664 -2.3087
H -1.849 -3.738 -0.254 2.0628 -0.9133 -0.2622
H -0.867 -4.523 -1.679 0.2873 -0.0260 2.4777
H 0.701 -4.987 2.693 -1.1848 0.4602 -1.2222
H -2.464 0.199 -1.810 1.5016 2.2248 0.1907
H -2.436 1.938 -2.537 1.0594 -1.0762 1.4987
H -3.770 0.872 0.311 2.2279 -0.4797 0.3236
H -2.132 -0.198 0.547 -0.9048 1.8908 -0.3641
H -2.475 1.365 1.599 -0.1968 -1.4365 -3.2405
H -0.554 1.505 -4.574 0.5462 -1.8847 1.3708
H -1.372 -0.093 -3.997 2.0089 0.9602 -0.1405
H 2.725 1.020 -4.027 -0.6083 -2.2155 0.0111
H 3.079 -0.612 -4.990 -1.4791 1.1008 1.8685
H 2.765 -0.693 -3.126 -0.7311 1.2999 -1.7220
H -0.477 -1.395 -5.503 0.9364 0.4389 0.5598
Cl -2.376 2.094 3.490 0.1124 0.2424 1.0181
C -1.872 3.756 3.889 0.0180 0.4311 -0.3164
C -1.934 4.679 2.683 -0.1929 0.0549 0.0838
Cl -0.695 4.279 1.467 -0.1040 -0.0317 0.0913
H -0.865 3.713 4.313 -0.9355 -0.3391 -0.8115
H -2.554 4.115 4.666 0.1283 -0.0241 -0.1703
H -1.749 5.711 2.995 0.0022 -0.1785 0.1033
H -2.913 4.642 2.195 0.3546 -0.0202 0.1340
Cl 0.226 4.442 5.879 0.7405 0.4546 0.9832
C -0.207 4.447 7.607 -0.0131 -0.0094 0.3833
C -1.023 3.224 7.997 0.3275 0.0102 0.1294
Cl -2.656 3.251 7.285 -0.0042 -0.0556 0.0318
H -0.744 5.376 7.821 0.0392 -0.2300 -0.1276
H 0.732 4.460 8.168 -0.1532 -0.1000 -0.0630
H -1.153 3.196 9.083 0.0263 0.0871 -0.1672
H -0.533 2.296 7.689 -0.1425 0.2213 -0.0493
Cl -0.932 -0.616 7.721 0.0266 0.0153 0.1278
C -1.831 -1.410 6.404 -0.2423 -0.1457 -0.3989
C -3.076 -0.632 6.008 0.2957 0.0245 -0.2743
Cl -4.323 -0.667 7.280 -0.0380 0.0149 0.1034
H -2.076 -2.427 6.725 0.0096 0.2754 0.0404
H -1.149 -1.478 5.551 -0.1448 0.1195 0.1014
H -3.524 -1.077 5.115 0.1324 0.0020 0.1542
H -2.845 0.415 5.788 -0.0190 -0.2196 0.1295
Cl -3.871 -2.207 -3.780 0.0914 0.0492 0.0804
C -5.323 -1.802 -2.832 -0.3326 0.2545 0.1203
C -5.761 -0.361 -3.040 -0.2835 0.0459 0.0022
Cl -4.611 0.800 -2.329 -1.1565 -0.2775 -0.4992
H -5.111 -2.011 -1.779 0.0302 0.2626 -0.4090
H -6.115 -2.481 -3.161 0.1188 0.0827 0.0217
H -6.724 -0.191 -2.551 0.0764 -0.1956 -0.0555
H -5.871 -0.122 -4.102 0.1060 -0.1002 0.1884
Cl -5.228 -5.615 -3.696 -0.0725 0.0116 -0.0161
C -3.899 -5.852 -2.535 0.2484 -0.0673 0.2717
C -4.381 -5.805 -1.094 0.2332 -0.4093 -0.0879
Cl -4.903 -4.171 -0.613 -0.0239 -0.1783 0.1704
H -3.136 -5.092 -2.731 -0.2740 -0.0307 0.0373
H -3.463 -6.833 -2.749 -0.1189 0.1243 0.1233
H -3.566 -6.087 -0.420 -0.0017 0.0561 -0.1498
H -5.215 -6.492 -0.924 0.1120 0.2263 -0.1211
Cl -5.071 3.480 1.684 -0.2819 -0.0326 -0.0529
C -6.524 3.885 2.633 -0.1119 0.0494 0.0376
C -6.961 5.326 2.425 -0.2740 -0.2587 -0.0897
Cl -5.812 6.487 3.136 0.0704 0.0139 -0.0087
H -6.311 3.676 3.686 0.0158 0.1276 -0.2084
H -7.316 3.206 2.304 0.0770 0.1734 -0.0006
H -7.925 5.496 2.914 0.1672 -0.0728 -0.0098
H -7.072 5.565 1.363 0.1608 -0.0903 0.2207
Cl 9.869 0.576 -3.231 0.1599 -0.0302 -0.0307
C 10.257 0.214 -4.931 0.0583 -0.0054 -0.2968
C 9.008 0.012 -5.774 0.1235 0.1612 -0.0772
Cl 8.142 -1.485 -5.345 0.0311 0.0460 0.0206
H 10.905 -0.668 -4.952 -0.2395 0.1277 0.0448
H 10.829 1.065 -5.313 -0.1615 -0.0935 0.0235
H 9.282 -0.074 -6.830 0.0449 -0.0014 0.1869
H 8.311 0.849 -5.671 0.1463 -0.1985 0.0983
```
Forces are in eV/Å.

Summary:
HOMO level = -4.638 eV
Maximum force = 5.2 eV/A
Charge = -1
LUMO = 1.82 eV

Mulliken population analysis, charges in e, atoms 1 to 2:
1. C -0.421
2. C -0.696



[5]
C5H12ClOPS2 | ωB97M-V with the def2-TZVPD basis set

Geometry as XYZ:
```
22
Properties=species:S:1:pos:R:3:forces:R:3
C 1.940 2.750 -0.650 0.1397 -0.2649 -3.2176
C 0.565 2.207 -0.259 2.2939 -0.7005 1.1637
S -0.140 0.881 -1.312 -0.7344 -0.5060 1.7586
P -1.333 0.055 0.417 3.7406 -0.4265 0.8665
O -0.682 0.407 1.712 0.0781 -0.1103 -0.7742
C -2.951 0.672 0.504 -1.6064 0.6653 -1.3931
Cl -2.987 2.475 0.170 -0.1524 -1.3364 0.7633
S -1.400 -2.073 0.203 0.7599 0.8496 -0.7587
C 0.439 -2.250 -0.270 -1.7271 -2.7947 -1.2992
C 0.988 -3.592 0.310 0.6621 0.1289 -1.7822
H 2.058 3.826 -0.420 0.0206 -0.7597 0.1791
H 2.753 2.111 -0.295 -0.1215 0.3637 0.4353
H 2.053 2.643 -1.774 0.0006 0.5519 0.9531
H 0.865 1.895 0.758 -1.5312 -0.5261 -0.3086
H -0.150 2.959 -0.226 -1.1941 1.3745 0.1977
H -3.497 0.211 -0.296 -0.6358 -0.0199 -0.5280
H -3.367 0.270 1.429 -0.0372 0.8752 0.2549
H 0.501 -2.168 -1.378 -0.2598 -0.6509 0.6485
H 0.913 -1.388 0.000 1.3964 2.0227 1.5904
H 0.756 -3.743 1.323 -0.4200 0.2653 1.5113
H 2.104 -3.656 0.243 -0.8889 0.2328 -0.2048
H 0.573 -4.494 -0.191 0.2169 0.7661 -0.0560
```
Forces are in eV/Å.

Summary:
HOMO level = -9.396 eV
Maximum force = 3.9 eV/A
SMILES string = CCSP(=O)(CCl)SCC
LUMO = 0.25 eV

Mulliken population analysis, charges in e, atoms 1 to 2:
1. C -1.117
2. C -0.267



[6]
C6H11NO | ωB97M-V with the def2-TZVPD basis set

Geometry as XYZ:
```
19
Properties=species:S:1:pos:R:3:forces:R:3
C 1.353 0.959 -0.486 2.1534 0.4978 -0.4221
C -0.018 1.605 -0.031 -3.3283 2.6295 1.9375
C -1.375 0.684 0.169 -1.9277 0.7848 1.5453
C -1.703 -0.572 -0.862 0.6232 1.7350 -0.0871
C -0.500 -1.048 -0.025 4.3588 0.6026 -1.7887
C 1.030 -1.390 -0.123 -0.9661 -0.0296 0.5322
H 1.561 0.499 -1.495 -1.1364 1.1938 0.2977
H 2.194 1.768 -0.384 -1.5470 -1.5427 0.2202
H 0.277 1.920 1.134 -1.0488 -0.5098 -2.9822
H -0.731 2.691 -0.472 3.3918 -2.9846 0.6718
H -2.339 1.409 0.475 2.5443 -1.8130 -0.5620
H -1.503 -0.225 -2.014 -0.9603 -1.5381 2.8460
H -2.606 -1.129 -0.475 0.3922 0.9337 -1.2598
H 0.021 -0.209 -0.624 -0.8509 -0.9132 0.2689
H 1.207 -1.580 -1.156 0.4842 -0.2641 -1.0078
H 1.542 -2.089 0.471 0.0474 -1.6620 0.9251
H -0.022 0.064 1.647 -2.0442 -1.6516 -0.7245
N -0.898 -0.406 1.186 0.5193 2.9608 0.2484
O 1.745 -0.214 0.341 -0.7049 1.5706 -0.6590
```
Forces are in eV/Å.

Summary:
HOMO level = -8.466 eV
Maximum force = 4.7 eV/A
LUMO = 0.82 eV

Mulliken population analysis, charges in e, atoms 1 to 2:
1. C -0.527
2. C -0.587